C4H11OS | wB97M-V/def2-TZVPD

Results
DFT total energy   -17209.8371 eV
HOMO energy   -2.6 eV
ΔE to the lowest compared entry with this formula, charge and spin   8.3 kcal per mole

```
! wB97M-V def2-TZVPD RIJCOSX def2/J DEFGRID3
* xyz -1 1
C 3.51 -0.30 -0.91
C 2.06 -0.47 -0.41
S 1.02 1.01 -0.69
H 3.46 -0.35 -2.00
H 3.80 0.72 -0.68
H 4.16 -1.07 -0.48
H 2.07 -0.67 0.66
H 1.58 -1.31 -0.89
H -0.38 0.32 0.99
C -2.32 0.79 0.99
O -1.19 0.18 1.54
C -3.09 -0.17 0.08
H -2.95 1.07 1.84
H -2.01 1.66 0.40
H -3.57 0.30 -0.78
H -2.37 -0.90 -0.29
H -3.78 -0.81 0.64
*
```

=====

C4H11OS | wB97M-V/def2-TZVPD

Results
DFT total energy   -17209.0511 eV
HOMO energy   -2.7 eV
ΔE to the lowest compared entry with this formula, charge and spin   26.4 kcal per mole

```
! wB97M-V def2-TZVPD RIJCOSX def2/J DEFGRID3
* xyz -1 1
C 2.68 -1.30 -0.35
C 1.36 -1.40 0.56
S -0.15 -1.27 -0.42
H 2.73 -0.23 -0.83
H 2.76 -2.03 -1.19
H 3.71 -1.53 0.18
H 1.52 -2.40 0.94
H 1.53 -0.66 1.40
H 0.17 1.07 -0.43
C -1.28 2.15 0.46
O -0.23 1.95 -0.47
C -2.34 1.04 0.56
H -1.86 3.06 0.08
H -0.98 2.30 1.48
H -1.84 0.15 0.94
H -2.79 0.78 -0.50
H -3.21 1.31 1.12
*
```

=====

C4H11OS | wB97M-V/def2-TZVPD

Results
DFT total energy   -17208.4383 eV
HOMO energy   -3.0 eV
ΔE to the lowest compared entry with this formula, charge and spin   40.5 kcal per mole

```
! wB97M-V def2-TZVPD RIJCOSX def2/J DEFGRID3
* xyz -1 1
C -0.35 -0.01 1.73
O -0.26 0.33 0.40
C -0.40 1.29 2.59
H 0.63 -0.48 2.09
H -1.24 -0.68 1.92
H -0.44 1.05 3.70
H -1.22 1.97 2.41
H 0.59 1.76 2.40
C -0.95 -1.10 -2.07
S 0.24 -0.25 -3.14
C 1.54 -0.05 -1.87
H -0.88 -0.57 -1.06
H -0.67 -2.13 -2.01
H -1.93 -1.02 -2.53
H 2.26 0.73 -2.10
H 1.01 0.16 -0.86
H 2.06 -1.01 -1.60
*
```

=====

C4H11OS | wB97M-V/def2-TZVPD

Results
DFT total energy   -17207.0360 eV
HOMO energy (alpha / beta)   -9.6 / -9.2 eV
ΔE to the lowest compared entry with this formula, charge and spin   9.3 kcal per mole

```
! wB97M-V def2-TZVPD RIJCOSX def2/J DEFGRID3
* xyz 0 2
C -1.86 1.71 -1.34
O -1.28 1.01 -0.27
H -2.24 0.99 -2.08
H -2.69 2.33 -1.00
H -1.13 2.33 -1.89
C -0.01 -1.89 0.73
C 0.93 -0.80 1.22
C 1.69 -0.13 0.08
S 1.48 1.67 0.02
H -0.50 -2.37 1.58
H 0.57 -2.68 0.25
H -0.73 -1.46 0.03
H 0.35 0.00 1.70
H 1.60 -1.20 1.99
H 1.39 -0.53 -0.90
H 2.76 -0.35 0.05
H -0.34 1.38 -0.18
*
```

=====

C4H11PS | wB97M-V/def2-TZVPD

Results
DFT total energy   -24444.7548 eV
HOMO energy (alpha / beta)   -5.2 / -8.7 eV
ΔE to the lowest compared entry with this formula, charge and spin   46.1 kcal per mole

```
! wB97M-V def2-TZVPD RIJCOSX def2/J DEFGRID3
* xyz 0 3
C -2.43 1.13 0.90
C 1.98 0.96 -0.49
C 0.81 -1.36 -1.35
C -2.46 -0.18 0.62
P 0.48 -0.07 -0.11
S 1.23 -0.94 1.62
H -2.64 1.80 0.12
H -2.52 1.40 1.95
H 0.87 0.01 2.44
H 1.68 1.13 -1.59
H 1.91 1.91 0.07
H 2.98 0.50 -0.34
H 1.49 -2.10 -0.92
H -0.02 -1.87 -1.65
H 1.28 -1.04 -2.24
H -2.38 -0.39 -0.40
H -2.25 -0.88 1.37
*
```

=====

C4H11PS2 | wB97M-V/def2-TZVPD

Results
DFT total energy   -35282.7272 eV
HOMO energy (alpha / beta)   -9.0 / -8.1 eV
ΔE to the lowest compared entry with this formula, charge and spin   77.7 kcal per mole

```
! wB97M-V def2-TZVPD RIJCOSX def2/J DEFGRID3
* xyz 0 1
C 1.13 -0.86 -0.26
C 0.51 1.42 -1.54
C -2.10 -1.62 0.53
C 0.09 0.00 -1.06
P -1.53 0.08 0.04
S -1.20 1.22 1.65
S 2.71 2.32 2.78
H 0.62 -1.74 0.10
H 2.08 -0.94 -0.84
H 1.52 -0.39 0.77
H 1.62 1.27 -1.41
H 0.08 2.12 -0.89
H 0.16 1.50 -2.58
H -2.18 -2.25 -0.45
H -1.56 -2.00 1.36
H -3.11 -1.32 1.06
H -0.26 -0.80 -1.86
H 1.43 1.98 2.59
*
```

=====

C4H12 | wB97M-V/def2-TZVPD

Results
DFT total energy   -4340.6458 eV
HOMO energy (alpha / beta)   1.5 / -7.8 eV
ΔE to the lowest compared entry with this formula, charge and spin   9.0 kcal per mole

```
! wB97M-V def2-TZVPD RIJCOSX def2/J DEFGRID3
* xyz -1 2
C 0.08 -1.15 2.52
C 1.30 -1.21 1.57
H 0.14 -1.49 3.55
H -0.17 -0.08 2.60
H -0.81 -1.57 2.03
H 1.46 -0.24 1.11
H 1.06 -1.96 0.81
H 2.22 -1.60 2.01
C -0.99 1.61 -2.57
C -0.27 0.71 -1.56
H -1.83 2.06 -2.01
H -0.39 2.47 -2.84
H -1.42 1.02 -3.37
H 0.55 0.17 -2.03
H -0.97 -0.02 -1.14
H 0.05 1.26 -0.67
*
```

=====

C4H12 | wB97M-V/def2-TZVPD

Results
DFT total energy   -4339.9670 eV
HOMO energy (alpha / beta)   1.5 / -7.4 eV
ΔE to the lowest compared entry with this formula, charge and spin   24.7 kcal per mole

```
! wB97M-V def2-TZVPD RIJCOSX def2/J DEFGRID3
* xyz -1 2
C 1.15 1.42 0.33
C 1.29 2.51 -0.78
H 0.86 1.93 1.24
H 0.62 0.55 0.00
H 2.16 1.05 0.65
H 0.54 3.24 -0.50
H 1.18 2.04 -1.75
H 2.21 3.10 -0.62
C -1.53 -1.75 -0.42
C -0.87 -2.24 0.84
H -2.64 -1.66 -0.55
H -1.18 -0.74 -0.68
H -1.37 -2.41 -1.26
H 0.06 -2.67 0.51
H -0.81 -1.46 1.74
H -1.67 -2.89 1.23
*
```

=====

C4H12 | wB97M-V/def2-TZVPD

Results
DFT total energy   -4340.6682 eV
HOMO energy (alpha / beta)   1.5 / -7.7 eV
ΔE to the lowest compared entry with this formula, charge and spin   8.5 kcal per mole

```
! wB97M-V def2-TZVPD RIJCOSX def2/J DEFGRID3
* xyz -1 2
C -1.27 -0.99 1.54
C -0.58 -2.30 1.84
H -1.49 -0.79 0.49
H -2.24 -0.90 2.03
H -0.56 -0.20 1.79
H 0.13 -2.62 1.07
H 0.07 -2.20 2.72
H -1.24 -3.15 2.04
C 1.39 2.07 -1.29
C 0.41 1.26 -2.15
H 0.92 3.04 -1.09
H 1.50 1.64 -0.29
H 2.37 2.11 -1.75
H 0.60 0.18 -2.09
H 0.55 1.57 -3.19
H -0.57 1.29 -1.66
*
```

=====

C4H12 | wB97M-V/def2-TZVPD

Results
DFT total energy   -4342.1518 eV
HOMO energy   -11.6 eV
SMILES string   CC.CC
ΔE to the lowest compared entry with this formula, charge and spin   8.7 kcal per mole

```
! wB97M-V def2-TZVPD RIJCOSX def2/J DEFGRID3
* xyz 0 1
C 1.57 0.58 -1.02
C 2.55 -0.26 -0.17
H 0.57 0.57 -0.59
H 1.93 1.57 -1.27
H 1.40 0.01 -1.94
H 3.50 0.24 -0.06
H 2.72 -1.26 -0.55
H 2.08 -0.38 0.81
C -2.37 -0.54 0.04
C -1.76 0.34 1.14
H -2.74 -0.03 -0.83
H -1.64 -1.26 -0.35
H -3.09 -1.23 0.48
H -1.42 1.32 0.82
H -2.46 0.43 1.96
H -0.84 -0.10 1.52
*
```

=====

C4H12 | wB97M-V/def2-TZVPD

Results
DFT total energy   -4342.1557 eV
HOMO energy   -11.3 eV
SMILES string   CC.CC
ΔE to the lowest compared entry with this formula, charge and spin   8.6 kcal per mole

```
! wB97M-V def2-TZVPD RIJCOSX def2/J DEFGRID3
* xyz 0 1
C -0.04 -0.65 2.75
C -0.92 -0.79 1.49
H 0.86 -0.12 2.43
H -0.47 -0.12 3.59
H 0.20 -1.66 3.09
H -1.44 -1.75 1.59
H -0.40 -0.79 0.55
H -1.70 -0.02 1.40
C 0.54 0.61 -1.38
C 0.40 0.85 -2.86
H 1.18 -0.25 -1.13
H 0.86 1.46 -0.78
H -0.43 0.26 -1.00
H 1.40 1.19 -3.18
H 0.22 -0.04 -3.45
H -0.26 1.68 -3.12
*
```

=====

C4H12 | wB97M-V/def2-TZVPD

Results
DFT total energy   -4341.1979 eV
HOMO energy   -11.2 eV
SMILES string   CC.CC
ΔE to the lowest compared entry with this formula, charge and spin   30.7 kcal per mole

```
! wB97M-V def2-TZVPD RIJCOSX def2/J DEFGRID3
* xyz 0 1
C 1.68 -0.42 1.45
C 2.87 -0.43 0.48
H 2.01 0.33 2.24
H 0.73 -0.01 0.99
H 1.51 -1.56 1.68
H 3.58 -1.18 0.57
H 3.36 0.52 0.73
H 2.45 -0.44 -0.54
C -2.52 1.12 -0.98
C -2.03 -0.30 -0.97
H -1.76 1.83 -0.99
H -3.04 1.22 -1.90
H -3.13 1.35 -0.08
H -2.57 -0.96 -0.22
H -2.08 -0.67 -1.87
H -1.03 -0.23 -0.55
*
```

=====

C4H12 | wB97M-V/def2-TZVPD

Results
DFT total energy   -4341.8680 eV
HOMO energy   -11.6 eV
SMILES string   CC.CC
ΔE to the lowest compared entry with this formula, charge and spin   15.2 kcal per mole

```
! wB97M-V def2-TZVPD RIJCOSX def2/J DEFGRID3
* xyz 0 1
C 1.59 -1.12 0.95
C 1.31 -1.44 2.43
H 1.17 -0.19 0.60
H 2.67 -1.00 0.86
H 1.16 -1.92 0.35
H 0.87 -0.58 2.89
H 2.27 -1.67 2.93
H 0.85 -2.39 2.68
C -0.67 1.28 -1.80
C -2.21 1.33 -1.70
H -0.42 2.11 -2.45
H -0.35 1.28 -0.75
H -0.36 0.27 -2.10
H -2.51 2.35 -1.50
H -2.64 0.78 -0.84
H -2.73 0.92 -2.56
*
```

=====

C4H12 | wB97M-V/def2-TZVPD

Results
DFT total energy   -4342.3016 eV
HOMO energy   -11.6 eV
SMILES string   CC.CC
ΔE to the lowest compared entry with this formula, charge and spin   5.2 kcal per mole

```
! wB97M-V def2-TZVPD RIJCOSX def2/J DEFGRID3
* xyz 0 1
C -0.24 -1.02 1.89
C -0.98 0.31 2.06
H 0.81 -0.96 2.19
H -0.75 -1.72 2.57
H -0.30 -1.47 0.91
H -1.97 0.25 1.60
H -1.14 0.64 3.09
H -0.44 1.17 1.66
C 0.74 -0.02 -2.63
C 0.52 0.79 -1.33
H 1.57 0.38 -3.20
H 1.00 -1.06 -2.38
H -0.17 -0.16 -3.23
H -0.10 0.21 -0.67
H 1.49 0.98 -0.90
H -0.03 1.68 -1.61
*
```

=====

| no. | maximum force (eV Å⁻¹) |
| --- | --- |
| 1 | 1.248 |
| 2 | 3.094 |
| 3 | 2.043 |
| 4 | 2.013 |
| 5 | 8.037 |
| 6 | 4.104 |
| 7 | 1.713 |
| 8 | 3.662 |
| 9 | 1.489 |
| 10 | 1.742 |
| 11 | 2.091 |
| 12 | 6.105 |
| 13 | 2.315 |
| 14 | 1.706 |